[1]
35
Properties=species:S:1:pos:R:3 method="wB97M-V/def2-TZVPD" homo_energy_ev=-3.93 largest_force_ev_per_a=2.9 relative_energy_kcal_mol=0.00 charge=-1 total_energy_ha=-1007.0478
N -0.2501 6.1764 0.2119
C -0.6332 5.0875 0.0845
C -1.1102 3.7849 -0.0930
C -1.2767 3.3011 -1.3828
C -1.7281 2.0238 -1.5924
C -2.0290 1.1857 -0.5234
C -2.3737 -0.2003 -0.7995
C -3.0100 -1.0333 0.0162
N -3.1535 -2.4148 -0.3641
O -3.8123 -3.1610 0.3698
O -2.5934 -2.8041 -1.3977
C -1.8975 1.6887 0.7722
C -1.4392 2.9690 0.9826
H -1.0394 3.9334 -2.2212
H -1.8472 1.6401 -2.5906
H -2.0495 -0.5988 -1.7474
H -3.4260 -0.7235 0.9541
H -2.1213 1.0614 1.6176
H -1.3149 3.3556 1.9819
O 3.2092 -1.4508 1.0909
C 2.4727 -0.7580 0.3919
C 1.5458 -1.4997 -0.5569
C 2.1875 -2.7777 -1.1348
C 1.1445 -3.8906 -0.9435
C 0.2378 -3.3941 0.1869
N 0.3331 -1.9248 0.1889
O 2.3895 0.4679 0.3702
H 1.2594 -0.8061 -1.3616
H 2.4887 -2.6564 -2.1798
H 3.1007 -2.9921 -0.5687
H 0.5679 -4.0554 -1.8605
H 1.6126 -4.8486 -0.6976
H -0.8018 -3.7192 0.0636
H 0.5789 -3.7557 1.1627
H -0.5095 -1.4903 -0.1929



[2]
35
Properties=species:S:1:pos:R:3 method="wB97M-V/def2-TZVPD" homo_energy_ev=-9.28 largest_force_ev_per_a=6.2 charge=+1 total_energy_ha=-1186.6673
O -1.2176 -3.9181 -2.1121
C -0.4882 -3.0511 -2.2628
Sn 1.2659 0.4432 -1.8945
O 3.9247 -1.7954 -0.2341
C 3.0633 -1.2223 -0.7337
C 2.9116 2.0560 -2.2565
O 3.3112 3.0534 -2.7249
C -0.0606 1.5103 -3.4061
O -0.0281 2.4653 -4.1406
C 2.3833 -0.7911 -4.1527
O 2.9223 -1.0964 -5.1022
H -0.7110 0.5905 -3.0548
C -0.5445 -2.0056 1.2767
N -1.8254 -1.3384 0.9354
C -2.6481 -1.0960 2.1497
C -1.6569 -0.0610 0.0827
C -0.6172 0.8493 0.6567
C -0.9072 1.5603 1.8379
C 0.1151 2.1930 2.5465
C 1.4020 2.1940 2.0320
C 1.6743 1.5795 0.8133
C 0.6517 0.9996 0.0913
H 0.0278 -1.3612 1.9494
H 0.0287 -2.2096 0.3735
H -0.7737 -2.9429 1.7966
H -2.3696 -2.0031 0.3572
H -2.0836 -0.5016 2.8663
H -3.5638 -0.5705 1.8695
H -2.9049 -2.0540 2.6086
H -1.4514 -0.4016 -0.9324
H -2.6512 0.3933 0.0562
H -1.9343 1.5715 2.2015
H -0.1329 2.6851 3.4962
H 2.1957 2.6660 2.5938
H 2.6926 1.6096 0.4165



[3]
35
Properties=species:S:1:pos:R:3 method="wB97M-V/def2-TZVPD" multiplicity=3 homo_energy_ev="-19.84 / -20.00" largest_force_ev_per_a=8.1 relative_energy_kcal_mol=0.00 charge=+3 total_energy_ha=-1038.6222
O 0.8264 0.2224 -5.3183
C 0.3261 -0.1130 -4.3176
W -0.6067 -0.4461 -2.0930
O -2.4905 1.1911 -4.1464
C -1.7893 0.6512 -3.3623
C -1.9848 -0.6765 -0.6117
O -2.7834 -0.7719 0.2501
C 1.2611 -1.7696 -2.2820
O 1.1668 -2.9323 -1.8243
C -1.3130 -2.2566 -2.6785
O -1.6554 -3.3258 -2.9927
H 2.3092 -1.4387 -2.5174
C -0.3885 -2.3107 2.1873
N -0.2368 -0.8337 2.1512
C -0.0848 -0.2725 3.5329
C 0.9248 -0.4830 1.1897
C 0.7823 0.9023 0.5737
C 1.1319 2.0511 1.3153
C 0.9554 3.3271 0.7610
C 0.4312 3.4835 -0.5109
C 0.1323 2.3571 -1.2883
C 0.2876 1.0705 -0.7432
H 0.5699 -2.7550 2.4661
H -0.6932 -2.6688 1.2039
H -1.1660 -2.5583 2.9051
H -1.1157 -0.4621 1.7544
H 0.8651 -0.5924 3.9675
H -0.1160 0.8185 3.5428
H -0.9090 -0.6579 4.1371
H 1.8492 -0.6066 1.7921
H 0.9294 -1.2726 0.4160
H 1.4994 1.9585 2.3455
H 1.1812 4.1949 1.3746
H 0.2456 4.4833 -0.9071
H -0.3422 2.4924 -2.2725